Record 1
C3H5N3 in the gas phase, computed with ωB97M-V/def2-TZVPD.

The geometry in XYZ format:
```
11
Properties=species:S:1:pos:R:3:forces:R:3:mulliken_charge:R:1
N -1.44347 1.25367 -1.11703 0.09 0.04 -0.03 -0.434
C -0.33121 1.01067 -0.39684 0.21 0.20 0.31 0.157
C 0.73013 0.09799 -0.04595 0.16 -0.28 -0.09 0.130
N 1.24279 -2.07516 0.81809 -0.31 0.23 0.16 -0.587
C 0.50664 -1.04162 0.87679 0.13 -0.10 -0.09 -0.136
N 0.41012 1.49828 0.49714 -0.39 -0.03 -0.33 -0.573
H -1.78010 2.20580 -1.13991 0.03 -0.11 0.02 0.257
H -1.60324 0.70242 -1.94489 0.04 0.03 0.13 0.246
H 1.60990 -0.00699 -0.68339 -0.14 0.04 0.08 0.343
H 0.96793 -2.74777 1.53529 0.04 0.04 -0.09 0.256
H -0.30949 -0.89729 1.60068 0.13 -0.05 -0.06 0.341
```
Forces are in eV/Å.

Summary:
* HOMO-LUMO gap: 10.4 eV
* LUMO: 0.745 eV
* spin multiplicity: 1

Record 2
C3H5N3 in the gas phase, computed with ωB97M-V/def2-TZVPD.

The geometry in XYZ format:
```
11
Properties=species:S:1:pos:R:3:forces:R:3:mulliken_charge:R:1
N -2.42304 0.12023 0.57308 0.01 -0.06 0.00 -0.552
C -0.24718 0.01753 -0.51280 0.10 -0.06 -0.10 0.375
N 0.70251 -0.62491 -0.98601 -0.59 0.44 0.08 -0.543
N 1.90899 -0.55474 -0.23630 0.29 -0.13 0.18 0.148
C 2.31248 0.53684 0.32601 0.25 -0.13 0.05 -0.418
C -1.30061 0.68043 -0.10521 0.27 -0.08 -0.30 -0.279
H -3.14716 -0.04438 -0.12000 -0.13 0.03 0.24 0.244
H -2.21065 -0.76745 1.01428 0.07 0.09 -0.10 0.246
H 2.42798 -1.42430 -0.35477 -0.08 0.20 -0.01 0.273
H 3.32173 0.31252 0.72395 -0.21 -0.02 0.01 0.176
H -1.34507 1.74824 -0.32223 0.02 -0.28 -0.05 0.331
```
Forces are in eV/Å.

Summary:
* HOMO-LUMO gap: 9.5 eV
* LUMO: 0.690 eV
* spin multiplicity: 1

Record 3
C3H5N3 in the gas phase, computed with ωB97M-V/def2-TZVPD.

The geometry in XYZ format:
```
11
Properties=species:S:1:pos:R:3:forces:R:3:mulliken_charge:R:1
N -0.19408 1.82600 0.62147 0.03 0.00 -0.11 -0.445
C -0.10259 0.54623 0.15261 -0.16 -0.13 -0.06 0.659
N -1.01192 0.03851 -0.64685 0.14 -0.06 0.42 -0.797
N -0.52606 -1.28884 -0.82181 0.02 -0.45 -0.10 0.191
C 0.85004 -1.53835 -0.24371 0.51 0.44 0.07 -0.808
C 0.94664 -0.39287 0.48681 0.37 -0.08 -0.10 -0.327
H 0.66278 2.25648 0.93409 -0.10 -0.15 -0.03 0.238
H -0.80592 2.44566 0.11132 -0.01 -0.12 0.07 0.267
H -0.80887 -1.67075 -1.72365 0.41 0.08 0.13 0.303
H -0.73298 -2.01051 -0.08642 -1.25 0.31 -0.16 0.398
H 1.72297 -0.21157 1.21614 0.06 0.15 -0.13 0.322
```
Forces are in eV/Å.

Summary:
* HOMO-LUMO gap: 9.7 eV
* LUMO: 1.006 eV
* spin multiplicity: 1

Record 4
2 unconnected molecules or ions with the total composition C3H5N3, computed with ωB97M-V/def2-TZVPD.

The geometry in XYZ format:
```
11
Properties=species:S:1:pos:R:3:forces:R:3:mulliken_charge:R:1
C 0.84813 1.15306 0.96800 -0.06 0.20 0.10 -0.647
N 1.14616 -0.10059 0.30339 -0.36 -0.68 -0.12 -0.321
C 0.47961 -1.10213 0.18242 0.17 0.22 -0.01 0.600
N -0.18024 -2.10079 -0.13467 0.24 0.30 0.14 -0.645
C -1.51337 0.17842 -1.74052 -0.09 1.02 0.00 0.084
N -1.60506 1.32920 -1.74365 0.08 -1.15 -0.01 -0.401
H 1.78467 1.61739 1.28243 -0.15 -0.07 -0.06 0.247
H 0.34362 1.81738 0.25948 0.09 -0.09 0.11 0.291
H 0.20442 1.01377 1.84257 0.09 0.00 -0.13 0.273
H -0.10644 -2.91392 0.46539 0.01 0.07 -0.01 0.224
H -1.40150 -0.89179 -1.68486 -0.02 0.18 -0.02 0.295
```
Forces are in eV/Å.

Summary:
* HOMO-LUMO gap: 11.0 eV
* LUMO: 0.811 eV
* spin multiplicity: 1

Record 5
C3H5N3 in the gas phase, computed with ωB97M-V/def2-TZVPD.

The geometry in XYZ format:
```
11
Properties=species:S:1:pos:R:3:forces:R:3:mulliken_charge:R:1
N -1.98706 -0.01959 0.34161 0.17 -0.23 0.48 -0.714
C -0.72430 0.03047 0.46919 -0.40 -0.08 -0.06 0.479
C 0.34730 -1.00258 0.39336 -0.02 0.10 -0.28 -0.228
C 1.32857 -0.39387 -0.27388 -0.08 -0.19 -0.09 -0.394
N 1.02076 0.99021 -0.54605 0.38 -0.07 0.30 -0.408
N -0.02798 1.23126 0.40701 -0.33 0.24 0.10 -0.298
H -2.27448 -0.98901 0.38397 -0.31 -0.21 0.12 0.231
H 0.51514 0.91629 -1.43230 0.38 0.36 -0.45 0.288
H 0.25935 -2.05233 0.65259 0.04 0.30 0.02 0.370
H 2.24326 -0.79936 -0.68737 -0.09 0.04 0.09 0.378
H -0.60355 2.04724 0.20955 0.26 -0.27 -0.22 0.295
```
Forces are in eV/Å.

Summary:
* HOMO-LUMO gap: 10.0 eV
* LUMO: 0.976 eV
* spin multiplicity: 1

Record 6
C3H5N3 in the gas phase, computed with ωB97M-V/def2-TZVPD.

The geometry in XYZ format:
```
11
Properties=species:S:1:pos:R:3:forces:R:3:mulliken_charge:R:1
N 2.24675 -0.37972 0.51960 -0.01 0.00 0.07 -0.465
C 1.04054 -0.30138 -0.08844 -0.16 -0.36 -0.30 0.309
C -0.16977 0.40058 -0.44398 -0.21 0.15 -0.17 -0.056
N -2.51992 0.55072 -0.39371 0.14 -0.02 0.41 -0.583
C -1.47191 0.26955 0.26424 -0.09 0.04 -0.15 -0.130
N 0.30995 -1.01066 -0.82565 0.51 0.12 0.05 -0.529
H 2.76750 -1.20535 0.25306 0.05 0.13 0.03 0.268
H 2.79572 0.46454 0.57621 -0.16 -0.04 0.12 0.259
H -0.15463 1.16784 -1.22128 -0.06 -0.22 0.04 0.320
H -3.35541 0.26531 0.11615 0.02 0.16 0.05 0.245
H -1.46354 -0.21060 1.25230 -0.03 0.04 -0.15 0.362
```
Forces are in eV/Å.

Summary:
* HOMO-LUMO gap: 10.3 eV
* LUMO: 0.774 eV
* spin multiplicity: 1

Per-record HOMO energy, eV: -9.65 -8.78 -8.71 -10.23 -9.03 -9.52
Per-record max |F|, eV/Å: 0.51 0.74 1.30 1.16 0.69 0.52
Per-record ΔE to the lowest compared entry with this formula, charge and spin, kcal/mol: 47.1 114.3 83.0 37.9 51.2 53.9